Entry 1:
{
  "formula": "H24O12",
  "method": "ωB97M-V with the def2-TZVPD basis set",
  "smiles": "O.O.O.O.O.O.O.O.O.O.O.O",
  "de_lowest_ev": 3.469,
  "orbital_gap_ev": 10.2502,
  "e_lumo_ev": -0.1,
  "energy_ha": -917.1979,
  "fmax_ev_per_a": 1.03,
  "symbols": ["O", "H", "H", "O", "H", "H", "O", "H", "H", "O", "H", "H", "O", "H", "H", "O", "H", "H", "O", "H", "H", "O", "H", "H", "O", "H", "H", "O", "H", "H", "O", "H", "H", "O", "H", "H"],
  "positions_angstrom": [[0.249017, -0.536936, -0.359808], [0.084947, -1.442754, -0.645403], [-0.353161, -0.412336, 0.382382], [-1.943718, 1.057576, -0.901385], [-1.344232, 1.260859, -1.628216], [-2.821277, 1.192219, -1.276552], [2.495167, 1.713064, -1.539382], [1.927246, 1.506468, -2.290231], [3.163911, 2.302261, -1.906284], [-2.426877, -2.135370, 1.569337], [-1.674020, -2.470020, 1.069131], [-2.572734, -1.252559, 1.211063], [0.878989, 3.049275, 0.060318], [1.437479, 3.363869, -0.659481], [1.504816, 2.734986, 0.722552], [2.640997, 0.965038, 1.133079], [3.530843, 0.691418, 0.883487], [2.735849, 1.898531, 1.353494], [0.883713, -2.992758, 4.133575], [0.164684, -3.137665, 3.508285], [0.451323, -2.603647, 4.902094], [-3.436082, 3.117600, 1.108332], [-2.849999, 3.844689, 0.869922], [-3.166495, 2.398465, 0.525960], [-2.488321, 1.224082, 2.913868], [-1.684519, 1.337579, 2.394243], [-2.640384, 0.272346, 2.905752], [3.782938, -1.954378, 0.434409], [4.648462, -2.301811, 0.191203], [3.395754, -2.649303, 0.978613], [-2.284722, -1.442990, -3.303803], [-2.716103, -1.767349, -2.505247], [-1.459051, -1.938757, -3.342194], [0.283191, -1.521245, -4.139557], [1.132726, -1.623048, -3.695805], [0.469642, -1.747399, -5.057751]],
  "forces_ev_per_a": [[0.1, -0.5, 0.0], [0.1, 0.1, -0.1], [0.1, 0.3, -0.1], [-0.6, 0.2, 0.1], [0.2, -0.2, 0.2], [0.0, -0.1, -0.1], [0.5, 0.2, -0.7], [-0.1, -0.1, 0.1], [0.1, -0.1, -0.1], [0.2, 0.1, 0.0], [-0.1, 0.0, 0.0], [-0.1, 0.0, -0.1], [-0.4, 0.9, 0.4], [-0.1, -0.3, 0.1], [-0.5, -0.1, -0.5], [0.2, 0.2, 0.6], [-0.2, -0.2, -0.1], [0.4, -0.3, 0.2], [-0.2, 0.0, 0.0], [0.0, 0.0, 0.1], [0.1, 0.0, -0.1], [-0.1, 0.3, -0.3], [0.0, -0.1, 0.0], [0.2, 0.0, 0.2], [0.1, -0.5, 0.0], [0.0, 0.2, 0.0], [0.0, 0.0, 0.2], [0.2, -0.1, -0.1], [-0.1, 0.0, 0.0], [-0.1, 0.2, 0.1], [-0.4, -0.2, 0.4], [-0.1, 0.1, -0.1], [0.2, 0.3, -0.2], [0.4, -0.1, -0.1], [0.0, 0.0, 0.1], [-0.1, 0.0, 0.0]]
}


Entry 2:
{
  "formula": "H24O12",
  "method": "ωB97M-V with the def2-TZVPD basis set",
  "smiles": "O.O.O.O.O.O.O.O.O.O.O.O",
  "de_lowest_ev": 1.894,
  "orbital_gap_ev": 9.1136,
  "e_lumo_ev": -1.1,
  "energy_ha": -917.2558,
  "fmax_ev_per_a": 0.59,
  "symbols": ["O", "H", "H", "O", "H", "H", "O", "H", "H", "O", "H", "H", "O", "H", "H", "O", "H", "H", "O", "H", "H", "O", "H", "H", "O", "H", "H", "O", "H", "H", "O", "H", "H", "O", "H", "H"],
  "positions_angstrom": [[3.068939, 1.935923, -2.536108], [2.494889, 1.239971, -2.868998], [3.009171, 1.850478, -1.575254], [-0.697300, 0.215119, 3.740477], [-0.477333, -0.266476, 4.543229], [-0.949313, -0.457038, 3.098175], [-3.244664, -1.462757, -1.818301], [-2.889302, -1.768304, -0.979096], [-3.757630, -2.201130, -2.163683], [-1.004328, -0.286079, -3.335069], [-1.818928, -0.770293, -3.147989], [-0.554862, -0.169979, -2.491804], [2.312921, 1.643340, 0.325792], [2.551832, 0.809841, 0.789264], [3.081940, 2.213524, 0.442112], [-0.055116, -0.043643, -0.421029], [-0.158163, -0.761753, 0.222064], [0.817770, 0.339163, -0.245648], [-3.571723, -0.585326, 2.089663], [-3.111185, 0.252422, 2.213196], [-2.882704, -1.220077, 1.871164], [3.015723, -0.717572, 1.714883], [3.870390, -0.662326, 1.270643], [2.508676, -1.305788, 1.142754], [0.108242, 3.485637, -0.289605], [0.891179, 3.023406, 0.038986], [-0.650684, 2.996858, 0.044768], [-2.475191, 1.612752, -0.984740], [-3.270018, 1.162103, -0.681460], [-1.751002, 1.020689, -0.741874], [-0.915766, -1.941690, 1.631939], [-1.354704, -2.764474, 1.380843], [-0.097011, -2.230008, 2.056619], [2.645533, -1.071166, -1.224775], [3.415160, -1.504828, -1.610112], [1.894576, -1.610533, -1.501032]],
  "forces_ev_per_a": [[0.3, 0.0, 0.0], [-0.1, 0.0, 0.0], [-0.3, -0.1, -0.3], [0.1, 0.0, -0.1], [-0.1, 0.0, 0.0], [-0.1, 0.0, 0.1], [-0.1, -0.1, -0.1], [-0.1, 0.0, 0.0], [0.0, 0.0, 0.0], [0.3, -0.3, -0.5], [0.1, 0.2, 0.3], [-0.3, 0.0, 0.1], [0.4, -0.3, 0.2], [-0.1, 0.5, 0.1], [-0.1, 0.1, 0.1], [0.2, -0.4, 0.1], [-0.2, 0.2, -0.1], [-0.2, 0.3, -0.2], [-0.1, -0.1, -0.1], [0.0, 0.0, 0.0], [0.0, 0.3, 0.2], [-0.1, 0.0, 0.0], [0.1, -0.2, 0.1], [0.2, 0.0, -0.2], [0.2, 0.1, 0.1], [-0.4, -0.1, 0.0], [0.0, 0.0, -0.1], [0.0, 0.0, 0.4], [0.0, 0.0, -0.1], [0.1, 0.0, -0.2], [0.2, -0.3, -0.1], [0.0, 0.0, 0.0], [-0.1, 0.0, 0.1], [0.0, -0.4, 0.2], [0.0, 0.1, -0.1], [-0.1, 0.2, -0.2]]
}


Entry 3:
{
  "formula": "H24O12",
  "method": "ωB97M-V with the def2-TZVPD basis set",
  "smiles": "O.O.O.O.O.O.O.O.O.O.O.O",
  "de_lowest_ev": 1.683,
  "orbital_gap_ev": 8.9210,
  "e_lumo_ev": -1.1,
  "energy_ha": -917.2635,
  "fmax_ev_per_a": 0.63,
  "symbols": ["O", "H", "H", "O", "H", "H", "O", "H", "H", "O", "H", "H", "O", "H", "H", "O", "H", "H", "O", "H", "H", "O", "H", "H", "O", "H", "H", "O", "H", "H", "O", "H", "H", "O", "H", "H"],
  "positions_angstrom": [[-2.123118, 2.992064, 1.265966], [-1.319230, 2.607023, 1.636967], [-2.517549, 3.489223, 1.990229], [2.105081, -0.997191, -3.608243], [1.199832, -1.093139, -3.279512], [2.638060, -0.831578, -2.824653], [-0.791319, -3.122554, 0.127281], [-1.046141, -4.005675, 0.416101], [-0.419612, -2.697295, 0.904299], [-2.985193, -0.046210, -1.876646], [-3.571066, -0.642612, -1.401327], [-2.139172, -0.512288, -1.924672], [-0.092125, 0.519029, -0.077338], [-0.838029, 0.196780, 0.444698], [0.161453, -0.223511, -0.641611], [-3.009911, 0.235009, 1.606377], [-2.195205, 0.172445, 2.113389], [-3.001771, 1.128583, 1.222671], [3.115500, 0.962481, -0.410188], [3.996597, 0.768427, -0.077088], [2.644631, 0.114485, -0.371618], [-0.453619, -1.700944, -2.209075], [-0.432795, -2.328799, -1.457891], [-0.478141, -2.269479, -2.988091], [2.250706, -1.727096, -0.019670], [2.728945, -2.354858, -0.574553], [2.002421, -2.227345, 0.762234], [2.102580, 1.898924, 1.930639], [1.335450, 1.319365, 1.867851], [2.492488, 1.848133, 1.045318], [-0.588923, 0.209611, 3.171524], [-0.438604, -0.716015, 2.955524], [-0.027641, 0.365751, 3.940596], [0.167722, 3.065994, -1.451426], [-0.703959, 3.392114, -1.207855], [0.231658, 2.211148, -1.000206]],
  "forces_ev_per_a": [[0.0, -0.1, 0.0], [0.1, 0.2, -0.1], [0.0, 0.0, 0.0], [0.0, -0.3, 0.0], [0.2, 0.2, 0.2], [-0.1, 0.2, -0.1], [0.1, -0.2, 0.2], [-0.1, 0.0, -0.1], [-0.1, 0.0, 0.0], [0.0, 0.0, 0.0], [0.0, 0.0, 0.1], [0.0, 0.0, -0.1], [0.3, -0.4, 0.4], [-0.3, 0.2, -0.3], [-0.1, 0.1, -0.1], [0.0, -0.2, -0.4], [-0.2, 0.4, 0.3], [0.1, -0.1, 0.1], [0.1, -0.1, -0.4], [0.1, 0.0, 0.0], [0.1, 0.2, 0.2], [0.1, -0.4, 0.1], [-0.1, 0.2, -0.2], [-0.2, 0.1, 0.0], [0.0, -0.2, -0.1], [-0.1, 0.0, 0.0], [0.1, 0.0, 0.1], [-0.2, 0.0, 0.6], [0.0, 0.1, -0.1], [-0.1, 0.0, -0.1], [0.3, -0.2, 0.0], [0.1, 0.0, 0.1], [-0.1, 0.2, 0.0], [0.1, 0.0, 0.0], [0.0, 0.0, 0.0], [-0.1, 0.2, -0.1]]
}


Entry 4:
{
  "formula": "H24O12",
  "method": "ωB97M-V with the def2-TZVPD basis set",
  "de_lowest_ev": 16.531,
  "orbital_gap_ev": 8.9317,
  "e_lumo_ev": -0.1,
  "energy_ha": -916.7178,
  "fmax_ev_per_a": 9.42,
  "symbols": ["O", "H", "H", "O", "H", "H", "O", "H", "H", "O", "H", "H", "O", "H", "H", "O", "H", "H", "O", "H", "H", "O", "H", "H", "O", "H", "H", "O", "H", "H", "O", "H", "H", "O", "H", "H"],
  "positions_angstrom": [[-2.813431, -10.562489, 15.311757], [-2.341802, -10.273156, 14.530680], [-2.462738, -11.434139, 15.494722], [1.189859, -13.687861, 14.711465], [1.365590, -14.568273, 14.379451], [0.935640, -13.185705, 13.937227], [0.553766, -12.457136, 13.093629], [0.320947, -11.569684, 13.366470], [0.456071, -12.448889, 12.141463], [-1.577307, -14.667196, 16.591919], [-1.607711, -13.855151, 16.086057], [-1.248138, -14.402652, 17.450917], [-1.125766, -12.226586, 17.532508], [-0.891153, -11.656576, 18.264812], [-1.569341, -12.970510, 17.939986], [-0.433391, -11.502723, 15.660465], [-0.438227, -12.197262, 15.001824], [-0.590328, -11.956265, 16.488652], [-3.085529, -11.028091, 17.372655], [-3.280309, -10.569324, 16.555454], [-2.294060, -11.531689, 17.182384], [1.757234, -10.428275, 16.495712], [1.793233, -11.313866, 16.134241], [0.960799, -10.417937, 17.026572], [-0.942713, -13.383166, 14.638638], [-1.282448, -14.224634, 14.334118], [-0.023838, -13.555496, 14.844059], [0.224412, -10.406388, 13.533942], [-0.052898, -9.648058, 13.019880], [0.286168, -10.078540, 14.431124], [-2.607289, -12.722557, 15.425832], [-3.233173, -12.819098, 14.708072], [-1.753940, -12.884390, 15.023526], [-0.640973, -9.445940, 15.250493], [-1.217824, -9.115431, 15.939152], [-0.460562, -10.351529, 15.502667]],
  "forces_ev_per_a": [[-1.2, 4.6, -4.7], [-0.1, 0.6, -0.1], [-0.3, -0.6, -0.2], [4.6, -3.7, 4.9], [0.4, -0.4, 0.3], [1.1, 0.8, -2.6], [0.3, -2.8, -5.7], [-0.3, 1.7, -0.1], [0.2, -0.3, -0.1], [0.3, -1.5, 1.4], [-0.8, -0.5, 0.8], [0.3, -1.0, 0.0], [1.1, -2.8, 5.8], [0.1, 0.5, 0.5], [-0.6, -0.1, 0.1], [2.9, -2.9, -1.7], [0.5, 2.2, -0.1], [0.7, -0.2, -0.3], [-1.5, 0.1, 4.2], [-0.8, 0.7, 0.7], [-1.7, 0.9, -0.1], [0.9, 0.3, 0.4], [0.0, -0.3, -0.1], [0.1, 0.2, -0.1], [2.2, -6.5, -6.5], [-0.2, -0.3, -0.4], [2.8, -1.7, 1.2], [0.8, 3.3, -2.3], [-0.1, 0.0, 0.0], [0.9, 1.1, -0.1], [-8.4, -0.8, 2.9], [-0.7, 0.2, 0.3], [-1.6, 1.5, 0.0], [-1.2, 7.8, 0.9], [-0.1, 0.3, 0.1], [-0.7, -0.5, 1.0]]
}


Entry 5:
{
  "formula": "H24O12",
  "method": "ωB97M-V with the def2-TZVPD basis set",
  "smiles": "O.O.O.O.O.O.O.O.O.O.O.O",
  "de_lowest_ev": 5.808,
  "orbital_gap_ev": 9.5907,
  "e_lumo_ev": -0.2,
  "energy_ha": -917.1119,
  "fmax_ev_per_a": 5.64,
  "symbols": ["O", "H", "H", "O", "H", "H", "O", "H", "H", "O", "H", "H", "O", "H", "H", "O", "H", "H", "O", "H", "H", "O", "H", "H", "O", "H", "H", "O", "H", "H", "O", "H", "H", "O", "H", "H"],
  "positions_angstrom": [[0.441468, 0.245867, -0.216671], [0.549346, 1.188078, -0.388688], [1.058424, -0.175800, -0.825402], [2.500540, -1.417806, -1.757131], [3.154549, -1.768227, -2.372329], [2.514221, -2.039735, -1.020920], [2.328283, 1.487614, 0.327756], [3.081466, 0.927653, 0.108327], [2.256089, 1.418502, 1.286402], [2.389200, 4.998480, -0.078640], [2.344248, 4.038768, -0.001674], [2.157187, 5.315454, 0.801523], [-0.920636, -2.077520, -2.656600], [-0.482293, -1.223056, -2.738681], [-0.295555, -2.700017, -3.044879], [3.540761, -1.912934, 0.291230], [2.765519, -2.428752, 0.540068], [3.861387, -1.553803, 1.126224], [-3.151491, 2.235849, -2.125330], [-3.025350, 2.680525, -1.279552], [-3.942942, 2.647043, -2.490727], [-2.333020, -2.098192, 2.113964], [-2.283413, -2.994822, 1.763844], [-1.620246, -1.630910, 1.663863], [-2.989645, 0.055295, -0.966118], [-3.346759, -0.827891, -1.112548], [-2.269851, 0.125807, -1.603232], [0.572016, -1.510995, 0.500209], [0.263075, -1.545851, -0.412112], [0.237531, -2.325451, 0.892346], [-2.888141, 1.046323, 1.352775], [-2.187077, 0.429776, 1.592293], [-2.453130, 1.682868, 0.774359], [-0.439270, 0.257905, 3.282392], [-0.384640, -0.351601, 4.027045], [-1.001866, -0.198440, 2.646605]],
  "forces_ev_per_a": [[-1.9, 4.2, -2.6], [0.1, -0.1, -0.3], [0.5, 0.8, 0.0], [-0.9, -0.1, -1.4], [-0.1, 0.2, 0.0], [0.1, 0.6, -0.7], [1.7, 1.2, 0.6], [-0.1, 0.0, -0.2], [-0.2, -0.1, 0.0], [-0.1, 0.0, 0.2], [0.1, -0.1, -0.1], [0.0, 0.0, -0.1], [0.2, 0.0, 0.2], [0.0, 0.0, 0.0], [0.0, 0.1, 0.0], [1.0, -0.4, 1.5], [-0.1, 0.1, 0.6], [0.0, -0.1, 0.0], [0.0, 1.0, -0.4], [-0.1, -0.1, -0.1], [0.1, -0.1, 0.0], [0.2, -0.1, 0.1], [-0.1, 0.1, 0.0], [-0.1, -0.2, -0.4], [0.2, -1.1, -0.3], [0.1, 0.0, 0.1], [-0.2, 0.1, -0.1], [0.1, -5.2, 2.2], [-0.5, -0.4, 0.3], [0.1, -0.6, 0.0], [0.1, 0.5, 0.9], [-0.4, 0.3, -0.4], [0.0, -0.3, 0.0], [0.2, -0.1, 0.0], [-0.1, 0.0, -0.1], [0.3, 0.1, 0.4]]
}


Entry 6:
{
  "formula": "H24O12",
  "method": "ωB97M-V with the def2-TZVPD basis set",
  "smiles": "O.O.O.O.O.O.O.O.O.O.O.O",
  "de_lowest_ev": 0.829,
  "orbital_gap_ev": 9.7577,
  "e_lumo_ev": -0.1,
  "energy_ha": -917.2949,
  "fmax_ev_per_a": 1.49,
  "symbols": ["O", "H", "H", "O", "H", "H", "O", "H", "H", "O", "H", "H", "O", "H", "H", "O", "H", "H", "O", "H", "H", "O", "H", "H", "O", "H", "H", "O", "H", "H", "O", "H", "H", "O", "H", "H"],
  "positions_angstrom": [[2.805728, -0.177261, -0.644907], [1.971144, -0.176037, -1.113633], [3.468678, -0.162038, -1.335196], [-1.655054, -3.016459, 1.020359], [-0.772097, -3.354143, 1.170636], [-1.974590, -2.783725, 1.892127], [1.222128, 2.143012, 1.721189], [1.062932, 2.693786, 2.487698], [1.897917, 1.527124, 2.004395], [-1.589934, 1.940824, 0.837906], [-2.149956, 2.555405, 1.312164], [-0.795198, 1.882042, 1.368164], [1.299094, 2.888531, -0.862527], [1.237833, 2.485961, 0.003737], [2.165131, 3.295967, -0.877120], [0.920902, 0.626741, -2.707424], [0.891466, 1.429674, -2.187173], [0.985473, 0.929814, -3.613079], [-2.769023, 0.059131, -1.190954], [-2.761132, 0.758389, -0.537343], [-3.363420, -0.599164, -0.830970], [1.099405, -2.650109, 1.263266], [0.665202, -1.809860, 1.116029], [2.017838, -2.423316, 1.409182], [0.077937, -0.325002, 0.061531], [-0.874158, -0.402704, 0.122441], [0.278655, 0.507367, 0.489457], [3.087280, 0.390291, 2.021735], [3.016208, -0.152363, 1.236430], [3.991640, 0.703860, 2.015733], [-4.077952, -1.948974, 0.224069], [-4.301372, -1.212339, 0.792994], [-3.212056, -2.228050, 0.521684], [-1.278235, -1.490987, -3.218031], [-2.011148, -0.875287, -3.217473], [-0.577266, -1.030101, -2.757096]],
  "forces_ev_per_a": [[0.6, -0.1, 0.5], [-0.6, -0.1, -0.3], [0.1, 0.0, -0.1], [-0.6, 0.2, 0.0], [0.6, -0.1, -0.1], [0.1, -0.1, 0.4], [-1.3, 0.7, 0.1], [-0.1, 0.4, 0.1], [1.1, -1.0, 0.1], [-0.5, -0.1, -0.1], [-0.2, 0.2, 0.1], [0.5, 0.1, 0.2], [-0.2, 0.1, -1.0], [0.0, 0.1, 0.6], [0.2, 0.1, -0.1], [0.1, -0.5, -0.2], [0.0, 0.7, 0.5], [0.0, -0.1, -0.3], [0.4, 0.4, -0.2], [0.2, 0.4, 0.1], [-0.4, -0.7, 0.0], [0.1, -0.7, 0.4], [-0.2, 0.7, -0.5], [0.2, -0.1, 0.0], [0.6, -0.3, 0.3], [-0.6, -0.1, -0.5], [0.1, 0.2, 0.1], [0.2, -0.1, 1.0], [-0.2, -0.2, -1.0], [0.2, 0.1, 0.1], [-0.7, 0.3, -0.1], [-0.3, 0.1, 0.3], [0.6, -0.5, -0.2], [0.0, -0.5, -0.5], [-0.1, 0.2, 0.2], [0.2, 0.3, 0.2]]
}